Here is a structure of composition C52H59BN7OP2SSbTe2Ti at a distorted geometry from the OMol25 dataset. Energies are from ωB97M-V/def2-TZVPD.

Last column: Löwdin charge in e.
Atoms and positions in Å:
Ti  0.80  -0.18  -0.07  0.29
C  3.86  -2.83  1.59  -0.05
C  3.22  -1.59  1.54  -0.23
N  2.11  -1.66  0.81  -0.09
N  2.03  -2.94  0.38  -0.01
C  3.07  -3.66  0.83  -0.08
B  0.90  -3.40  -0.54  -0.54
N  0.93  -2.60  -1.86  -0.01
C  0.88  -3.07  -3.13  -0.10
C  0.61  -2.00  -3.96  -0.10
C  0.52  -0.90  -3.10  -0.20
N  0.71  -1.27  -1.83  -0.06
N  -0.44  -3.02  0.12  -0.02
C  -1.55  -3.78  0.18  -0.10
C  -2.60  -2.97  0.57  -0.08
C  -2.02  -1.70  0.71  -0.21
N  -0.71  -1.74  0.44  -0.01
H  4.77  -3.07  2.12  0.09
H  3.53  -0.68  2.00  0.07
H  3.17  -4.70  0.57  0.11
H  0.96  -4.59  -0.74  0.12
H  1.05  -4.11  -3.35  0.11
H  0.53  -2.00  -5.04  0.09
H  0.35  0.14  -3.35  0.09
H  -1.52  -4.83  -0.06  0.11
H  -3.63  -3.25  0.73  0.09
H  -2.50  -0.79  1.01  0.03
Te  -0.91  1.76  5.08  1.27
C  0.15  3.47  5.81  -0.55
C  -0.49  4.70  5.98  -0.15
C  0.20  5.76  6.53  -0.18
N  1.48  5.71  6.91  0.04
C  2.09  4.54  6.74  -0.17
C  1.48  3.41  6.21  -0.13
C  -0.52  1.85  2.96  -0.93
P  0.97  1.05  2.30  0.90
C  2.20  2.45  2.54  -0.35
C  1.79  3.71  2.97  -0.13
C  2.68  4.76  3.09  -0.09
C  4.03  4.58  2.79  -0.11
C  4.46  3.33  2.35  -0.10
C  3.55  2.29  2.23  -0.16
C  1.53  -0.08  3.65  -0.42
C  2.54  0.19  4.57  -0.12
C  2.91  -0.76  5.52  -0.10
C  2.28  -1.99  5.57  -0.11
C  1.25  -2.26  4.68  -0.09
C  0.89  -1.32  3.73  -0.13
P  -1.96  1.66  1.93  0.91
C  -2.59  3.40  1.69  -0.38
C  -3.26  3.72  0.51  -0.12
C  -3.67  5.02  0.24  -0.10
C  -3.43  6.03  1.16  -0.12
C  -2.76  5.73  2.34  -0.09
C  -2.34  4.43  2.60  -0.09
C  -3.33  1.06  3.03  -0.42
C  -3.15  -0.16  3.69  -0.20
C  -4.17  -0.77  4.41  -0.10
C  -5.42  -0.16  4.48  -0.12
C  -5.62  1.04  3.83  -0.11
C  -4.60  1.64  3.10  -0.09
H  -1.54  4.81  5.71  0.08
H  -0.29  6.72  6.69  0.09
H  3.13  4.51  7.04  0.10
H  2.03  2.49  6.11  0.08
H  0.74  3.86  3.19  0.06
H  2.33  5.73  3.43  0.10
H  4.73  5.40  2.88  0.09
H  5.49  3.18  2.08  0.10
H  3.92  1.33  1.87  0.02
H  3.06  1.14  4.53  0.09
H  3.71  -0.53  6.23  0.09
H  2.58  -2.73  6.31  0.09
H  0.74  -3.21  4.71  0.10
H  0.10  -1.53  3.01  0.09
H  -3.45  2.93  -0.21  0.07
H  -4.18  5.25  -0.69  0.09
H  -3.74  7.04  0.95  0.09
H  -2.55  6.51  3.06  0.09
H  -1.81  4.19  3.52  0.05
H  -2.17  -0.64  3.64  0.08
H  -4.00  -1.71  4.90  0.10
H  -6.22  -0.63  5.04  0.09
H  -6.59  1.53  3.88  0.09
H  -4.78  2.59  2.60  0.09
C  -3.04  -2.60  -3.08  -0.20
C  -3.20  -1.16  -3.56  -0.45
Sb  -2.65  0.28  -2.00  1.49
C  -3.01  2.02  -3.33  -0.42
C  -3.77  1.79  -4.63  -0.20
C  -4.67  0.18  -1.11  -0.43
C  -5.79  0.94  -1.80  -0.20
H  -3.33  -3.32  -3.86  0.06
H  -3.65  -2.80  -2.20  0.04
H  -2.00  -2.81  -2.82  0.04
H  -4.23  -0.97  -3.87  0.04
H  -2.55  -0.98  -4.42  0.03
H  -2.02  2.41  -3.55  0.02
H  -3.52  2.77  -2.72  0.02
H  -3.26  1.07  -5.27  0.05
H  -3.86  2.73  -5.20  0.06
H  -4.78  1.41  -4.45  0.04
H  -4.56  0.51  -0.08  0.02
H  -4.90  -0.89  -1.08  0.03
H  -5.55  2.01  -1.90  0.05
H  -6.73  0.87  -1.23  0.06
H  -5.98  0.55  -2.81  0.04
Te  3.49  0.59  -0.92  0.90
C  3.99  0.98  -2.95  -1.02
C  4.71  2.05  -3.43  -0.30
C  4.95  2.02  -4.83  -0.24
C  4.42  0.92  -5.43  -0.47
S  3.62  -0.07  -4.27  0.90
H  5.05  2.83  -2.76  0.08
H  5.50  2.78  -5.36  0.08
H  4.44  0.63  -6.47  0.04
C  0.55  3.66  -0.22  -0.05
C  0.02  2.63  -1.21  -0.54
C  0.67  2.84  -2.57  -0.06
O  0.19  1.32  -0.74  -0.47
H  0.24  4.67  -0.53  0.08
H  1.64  3.61  -0.17  0.08
H  0.14  3.47  0.77  0.04
H  -1.06  2.81  -1.32  0.09
H  1.72  2.55  -2.52  0.04
H  0.61  3.89  -2.86  0.08
H  0.19  2.24  -3.35  0.05

The calculation puts the frontier orbital gap (alpha / beta) at 3.55 / 3.59 eV. As for the net charge: -2. The energy relative to the best compared isomer or geometry (same formula, charge and spin) is 36.6 kJ/mol. For the highest occupied orbital energy (alpha / beta), the calculation gives 0.0103 / 0.0087 Eh. As for the lowest unoccupied orbital energy (alpha / beta): 3.8 / 3.8 eV.